Entry 1:
{"formula": "C7H11F", "method": "ωB97M-V/def2-TZVPD", "spin_multiplicity": 1, "orbital_gap_ha": 0.3886, "total_energy_ha": -373.1023, "lumo_ha": 0.03443, "relative_energy_kj_mol": 171.1, "homo_ev": -9.637, "smiles": "C=C[C@](C)(F)C(=C)C", "species": ["C", "C", "C", "C", "C", "C", "C", "F", "H", "H", "H", "H", "H", "H", "H", "H", "H", "H", "H"], "coordinates": [[2.4488, -1.2518, 0.4937], [-1.2706, 1.4562, 1.3391], [1.1185, -0.9151, 0.4245], [-0.8362, 0.6006, 0.4617], [-1.6760, -0.4458, -0.3172], [1.0693, 0.9026, -1.2547], [0.7011, 0.4747, 0.0894], [1.3454, 1.3114, 0.9513], [2.7518, -2.3149, 0.7148], [3.2049, -0.5336, 0.2452], [-0.6893, 2.1652, 1.8710], [-2.2711, 1.6286, 1.5984], [0.3109, -1.5514, 0.5451], [-2.7964, -0.1686, -0.2875], [-1.2580, -0.4588, -1.2838], [-1.7140, -1.3596, 0.2749], [0.5088, 1.7105, -1.7036], [2.0985, 1.3920, -1.1216], [1.0234, 0.1398, -1.9581]], "forces_ev_per_angstrom": [[-2.82, -1.33, -0.02], [0.04, 0.91, 0.50], [4.19, 0.21, -0.43], [1.03, -1.73, -1.94], [-2.12, 2.04, 2.74], [1.80, 2.70, -0.68], [-2.80, -0.14, 2.07], [0.96, 1.21, 1.09], [-0.29, 1.40, -0.18], [0.30, 0.23, 0.16], [1.18, 0.27, 0.16], [-1.65, -0.46, -0.04], [-0.88, -1.68, 0.48], [1.76, -0.01, -0.53], [0.01, -0.81, -1.29], [0.57, -0.41, -0.60], [-0.68, 0.37, 0.39], [-1.06, -1.25, -0.62], [0.48, -1.53, -1.22]]}

Entry 2:
{"formula": "C7H11F2NO", "method": "ωB97M-V/def2-TZVPD", "spin_multiplicity": 1, "orbital_gap_ha": 0.3615, "total_energy_ha": -602.9692, "lumo_ha": 0.03275, "relative_energy_kj_mol": 0.0, "homo_ev": -8.947, "smiles": "OCC(F)(F)C1=NCCCC1", "species": ["C", "C", "C", "C", "C", "C", "C", "N", "O", "F", "F", "H", "H", "H", "H", "H", "H", "H", "H", "H", "H", "H"], "coordinates": [[-0.1065, 0.0750, 0.0641], [0.5645, 1.3538, 0.3684], [2.0861, 1.0299, 0.4719], [2.4658, 0.0654, -0.6136], [1.6870, -1.2569, -0.2939], [-2.7408, -0.9811, 0.3533], [-1.9231, 0.3315, 0.0519], [0.3023, -1.0429, -0.1510], [-3.6847, -1.2101, -0.6669], [-2.0874, 1.2900, 0.9651], [-2.1970, 0.8325, -1.1625], [0.4116, 2.0921, -0.4654], [0.2187, 1.8451, 1.3556], [2.7019, 1.8551, 0.5028], [2.0678, 0.5158, 1.3890], [2.1370, 0.4507, -1.5549], [3.4762, -0.1970, -0.8579], [1.9135, -2.1528, -1.1289], [2.0457, -1.7472, 0.6060], [-2.1162, -1.9529, 0.5693], [-3.2725, -0.7753, 1.3589], [-3.9499, -0.4207, -1.1611]], "forces_ev_per_angstrom": [[-5.93, 3.10, 0.76], [1.43, 1.81, 0.02], [-1.79, -0.99, -0.47], [-1.08, -1.93, -0.04], [2.37, -1.90, -2.66], [-0.25, 0.44, 1.52], [4.73, -2.92, 0.47], [-0.12, -2.64, -0.74], [-0.09, -0.75, -0.08], [-0.93, 0.61, 0.46], [-0.49, 0.35, -0.35], [-0.26, -0.58, 0.74], [0.29, -0.94, -1.70], [1.15, 2.00, 0.25], [0.96, -0.63, 1.52], [-0.69, 0.25, -0.83], [0.96, 0.19, 0.81], [-0.81, 2.50, 1.85], [0.27, 0.16, 0.34], [-0.84, 2.13, -1.02], [0.66, -0.18, -1.36], [0.43, -0.07, 0.51]]}

Entry 3:
{"formula": "C7H11FN2O", "method": "ωB97M-V/def2-TZVPD", "spin_multiplicity": 1, "orbital_gap_ha": 0.3895, "total_energy_ha": -557.8506, "lumo_ha": 0.02338, "relative_energy_kj_mol": 65.1, "homo_ev": -9.963, "smiles": "CCN(CC)C(=O)[C@H](F)C#N", "species": ["C", "C", "C", "C", "C", "C", "C", "N", "N", "O", "F", "H", "H", "H", "H", "H", "H", "H", "H", "H", "H", "H"], "coordinates": [[2.5063, -0.6038, -0.9318], [0.9525, 0.8492, 0.5063], [-1.3984, 1.7808, -1.2660], [-0.8580, -1.7591, 1.1546], [-1.3078, 1.1467, 0.1068], [-0.3664, -1.1859, -0.1739], [2.2461, -0.3057, 0.4660], [2.8449, -0.7694, -2.0101], [-0.1663, 0.2397, 0.2481], [1.1504, 1.9412, 0.9190], [3.2765, 0.3455, 0.9815], [-0.8434, 1.2020, -2.0403], [-2.3219, 1.9072, -1.7470], [-0.8484, 2.7320, -1.2184], [-1.7256, -1.2129, 1.6214], [-1.0890, -2.7555, 1.0340], [-0.0889, -1.7601, 1.8209], [-1.2179, 1.7744, 0.8941], [-2.2347, 0.3741, 0.2870], [0.6211, -1.4087, -0.6853], [-1.2020, -1.4077, -0.9886], [2.0710, -1.1240, 1.0215]], "forces_ev_per_angstrom": [[0.66, -0.03, 0.33], [3.11, -3.78, 0.71], [2.66, 0.17, -0.50], [-1.17, 0.60, -1.42], [-3.03, -5.09, -1.72], [-0.56, 1.26, -0.68], [-1.69, 4.51, -2.16], [-0.05, -0.16, -0.84], [-2.73, 0.37, -2.53], [0.36, 1.56, 0.03], [1.77, 0.84, 0.78], [-0.09, -0.01, 0.75], [-1.68, 0.37, 0.14], [-0.38, -0.06, -0.19], [0.88, -0.41, -0.90], [-1.01, -2.37, -0.20], [2.20, 0.30, 2.13], [-0.29, 2.38, 2.21], [1.82, 2.27, -0.30], [-1.55, -1.03, 1.10], [1.76, 1.33, 1.44], [-1.00, -3.01, 1.85]]}

Entry 4:
{"formula": "C7H11IN3", "method": "ωB97M-V/def2-TZVPD", "spin_multiplicity": 1, "orbital_gap_ha": 0.2637, "total_energy_ha": -734.8596, "lumo_ha": -0.21684, "relative_energy_kj_mol": 429.9, "homo_ev": -13.076, "total_charge": 1, "species": ["C", "C", "C", "C", "C", "C", "C", "N", "N", "N", "I", "H", "H", "H", "H", "H", "H", "H", "H", "H", "H", "H"], "coordinates": [[0.9208, 0.3816, 2.2052], [-0.5776, -1.4526, 1.1609], [-0.9761, -1.0487, -0.2914], [0.1680, -0.3709, -0.9283], [-1.0560, 0.4270, -0.5668], [1.2354, -0.3502, 0.0913], [-1.9847, 0.7806, -1.7262], [1.6966, 1.2978, 1.6467], [0.6562, -0.5685, 1.3619], [1.9556, 0.9373, 0.2736], [4.1845, 0.8786, -0.0418], [0.7195, 0.7311, 3.2365], [-1.2671, -1.3329, 1.9603], [-0.2228, -2.4734, 1.1757], [-1.6405, -1.7306, -0.9219], [0.4156, -0.4044, -2.0572], [-1.0959, 1.1435, 0.2805], [1.9491, -1.2785, 0.1185], [-2.2936, -0.0777, -2.3148], [-1.4792, 1.3147, -2.5064], [-2.8191, 1.3458, -1.4912], [1.5116, 1.8504, -0.6653]], "forces_ev_per_angstrom": [[2.01, 3.65, -0.93], [1.82, 0.49, -1.34], [-1.87, -1.39, 0.51], [0.72, 0.74, -2.34], [-1.36, 0.21, -0.05], [2.78, -2.19, -0.34], [1.88, -0.98, -0.96], [0.50, 1.37, 0.22], [-4.04, -2.90, 1.01], [-0.28, 2.42, -2.08], [-1.60, 0.01, 0.12], [-0.61, -1.46, -0.51], [-0.75, 0.44, 0.41], [-0.01, -0.37, -0.01], [1.02, 0.95, 1.28], [-0.24, -0.35, 2.14], [0.37, -0.64, -0.53], [-0.56, 1.90, -1.41], [-0.28, -0.53, 0.45], [0.64, 0.86, -0.21], [-1.65, 0.94, 0.89], [1.51, -3.17, 3.70]]}

Entry 5:
{"formula": "C7H11N", "method": "ωB97M-V/def2-TZVPD", "spin_multiplicity": 1, "orbital_gap_ha": 0.3867, "total_energy_ha": -327.9182, "lumo_ha": 0.04475, "relative_energy_kj_mol": 445.7, "homo_ev": -9.304, "smiles": "C1C[C@H]2[C@H]1C[C@@H]1CN12", "species": ["C", "C", "C", "C", "C", "C", "C", "H", "H", "H", "H", "H", "H", "H", "H", "H", "H", "H", "N"], "coordinates": [[2.1818, 0.3630, 0.3174], [1.6667, -1.1337, -0.1690], [0.2407, -0.6087, 0.1077], [0.7498, 0.7951, -0.2262], [-0.4134, 1.5555, 0.1353], [-1.5262, 0.5006, -0.3296], [-2.0395, -0.6343, 0.5285], [2.9124, 0.7795, -0.2997], [2.4117, 0.4061, 1.3232], [2.1680, -1.9478, 0.3942], [1.9550, -1.4646, -1.1967], [-0.0120, -0.7034, 1.2271], [0.8363, 0.7974, -1.3490], [-0.4015, 1.6633, 1.2802], [-0.4602, 2.5888, -0.3842], [-2.2072, 0.8310, -1.0920], [-2.9098, -1.1796, 0.2525], [-1.9128, -0.8026, 1.6376], [-1.0771, -0.8561, -0.5682]], "forces_ev_per_angstrom": [[-2.84, -1.75, -3.35], [1.98, -0.29, 0.71], [1.55, -1.36, 0.62], [1.26, -2.78, -0.91], [-1.88, 2.27, 1.59], [-1.99, 1.43, 0.36], [-0.70, -0.20, 0.07], [1.51, 0.59, -0.63], [0.12, 0.16, 2.09], [-0.91, 0.28, 0.37], [-0.65, 1.14, 0.35], [1.23, 0.32, -1.42], [0.21, -0.01, 0.89], [-0.46, 0.23, -1.60], [-0.48, -1.63, 0.98], [-0.28, 0.46, -0.11], [-1.26, 0.39, -0.24], [0.87, 0.49, -1.40], [2.71, 0.25, 1.64]]}

Entry 6:
{"formula": "C7H11N", "method": "ωB97M-V/def2-TZVPD", "spin_multiplicity": 1, "orbital_gap_ha": 0.3690, "total_energy_ha": -327.9237, "lumo_ha": 0.03204, "relative_energy_kj_mol": 431.2, "homo_ev": -9.169, "smiles": "c1ccccc1.CN", "species": ["C", "C", "C", "C", "C", "C", "C", "H", "H", "H", "H", "H", "H", "H", "H", "H", "H", "H", "N"], "coordinates": [[-1.9706, -0.2550, -0.8833], [-1.6775, -1.1998, -0.0223], [-0.9731, -0.8837, 1.2087], [-0.5113, 0.4122, 1.5344], [-0.7801, 1.3874, 0.4693], [-1.3586, 1.0051, -0.7611], [2.5162, 0.1484, -0.0712], [-2.6942, -0.1239, -1.7126], [-1.7667, -2.3874, -0.1939], [-0.8726, -1.6694, 1.9222], [0.1693, 0.6519, 2.3366], [-0.2872, 2.3572, 0.1963], [-1.2804, 1.6742, -1.6354], [0.6144, -0.8222, 0.0997], [1.0324, -0.7636, -1.5443], [3.3934, 0.0071, -0.8256], [2.2203, 1.0830, -0.6893], [2.7133, 0.4525, 1.1113], [1.5131, -1.0739, -0.5394]], "forces_ev_per_angstrom": [[-1.12, 3.70, -3.33], [1.14, -4.94, 3.43], [-0.58, 1.41, -0.36], [-1.50, 0.44, -3.26], [1.59, -0.37, -2.02], [0.27, 0.24, 2.38], [-0.15, 0.69, -3.15], [0.59, -1.87, 0.10], [-0.60, 3.03, 0.33], [0.43, -0.54, 0.24], [-0.42, -0.08, 0.36], [-0.11, -0.64, 1.93], [-0.53, -0.23, 0.72], [2.91, -1.14, -2.00], [2.02, -0.68, 3.14], [-0.43, -0.46, 2.50], [-0.45, -0.85, 1.84], [-0.55, -1.48, -3.43], [-2.52, 3.75, 0.58]]}